A molecular structure, C31H50BCl3GeN7ORuS4Si. Source: the OMol25 dataset; level of theory: wB97M-V/def2-TZVPD.

The geometry in XYZ format:
```
100
Properties=species:S:1:pos:R:3:forces:R:3
Ru -0.092180 -0.460800 -0.009316 -0.219 0.297 0.187
C 3.064759 -1.164607 4.285449 0.001 -0.017 0.017
C 3.348076 -0.214228 3.170216 -0.324 -0.154 -0.064
C 4.484343 0.512769 3.078996 0.300 0.179 -0.041
C 4.683763 1.395824 1.983263 0.140 -0.002 0.080
N 3.810570 1.471989 1.024845 0.102 0.014 0.018
N 2.700335 0.737006 1.099546 -0.027 0.062 -0.162
B 1.688233 0.930778 -0.068788 -0.284 -0.198 -0.009
N 2.404223 0.616176 -1.419027 -0.064 0.014 -0.067
N 3.510789 -0.134731 -1.208900 0.027 -0.047 -0.037
C 4.227809 -0.529378 -2.213970 0.008 -0.068 0.076
C 3.847699 -0.231537 -3.544459 0.204 -0.079 -0.050
C 2.765493 0.536918 -3.784394 -0.173 0.099 0.008
C 2.348617 0.868291 -5.182864 -0.021 -0.061 0.004
C 2.004455 1.017892 -2.657592 -0.010 -0.006 0.009
S 0.632066 1.977132 -2.940669 0.212 0.187 0.193
C 5.504478 -1.311411 -1.939275 -0.005 0.044 -0.010
C 6.665631 -0.601677 -2.655040 0.022 0.007 -0.010
C 5.819216 -1.370029 -0.445993 -0.008 -0.090 0.011
C 5.340416 -2.734497 -2.488642 0.011 -0.049 -0.005
N 1.254097 2.427739 -0.006466 0.060 -0.037 -0.138
N 2.202589 3.276419 -0.438169 -0.071 -0.057 -0.127
C 1.948581 4.545303 -0.448184 -0.042 0.152 -0.003
C 0.711540 5.048001 0.047803 0.221 0.175 -0.031
C -0.237910 4.203434 0.501654 -0.146 -0.257 0.046
C -1.559268 4.664187 1.022831 -0.022 0.013 -0.023
C 0.043928 2.794485 0.417231 -0.041 0.288 0.044
S -1.120513 1.634867 0.796683 -0.023 -0.220 -0.054
C 2.989815 5.476453 -1.048677 -0.016 -0.021 -0.030
C 3.406215 6.529464 -0.014023 0.003 0.024 0.032
C 4.220187 4.692038 -1.501148 0.028 -0.034 0.007
C 2.358155 6.165149 -2.268476 0.006 0.023 -0.020
C 2.386915 -0.051912 2.120290 0.144 -0.054 0.212
S 0.869820 -0.802919 2.147138 0.065 -0.107 0.195
C 5.871571 2.353952 1.869469 -0.057 -0.004 0.023
C 6.947671 2.052091 2.911533 0.029 0.001 0.028
C 5.323030 3.771772 2.095622 -0.021 -0.006 0.016
C 6.495408 2.269907 0.471200 -0.034 -0.010 -0.035
H 3.894913 -1.192488 4.990313 -0.024 -0.004 -0.017
H 2.891172 -2.165927 3.886054 0.001 0.004 0.000
H 2.154044 -0.876212 4.813267 0.003 0.004 0.002
H 5.244771 0.416610 3.842921 -0.023 0.010 -0.014
H 4.433471 -0.615543 -4.371186 -0.023 0.021 0.043
H 3.131957 0.584386 -5.886771 -0.042 -0.003 0.042
H 2.124307 1.927705 -5.284624 0.017 0.032 -0.005
H 1.434835 0.327596 -5.440177 -0.005 0.047 0.014
H 6.762896 0.432814 -2.312739 -0.004 -0.047 -0.009
H 6.542470 -0.592235 -3.740255 0.003 0.005 0.046
H 7.600691 -1.121812 -2.435081 -0.034 0.011 -0.013
H 5.825848 -0.374374 -0.009098 0.001 0.037 0.007
H 6.805560 -1.821994 -0.308173 -0.052 0.007 0.000
H 5.085250 -1.963831 0.094341 -0.004 0.022 -0.023
H 5.140551 -2.735359 -3.563691 0.005 0.005 0.047
H 4.517651 -3.249383 -1.987971 0.041 0.028 -0.027
H 6.260401 -3.300796 -2.319512 -0.043 0.024 -0.007
H 0.532174 6.117006 0.059744 0.007 -0.038 -0.017
H -1.586645 5.751580 1.093218 -0.007 -0.046 -0.009
H -1.760552 4.231543 2.003987 0.017 0.008 -0.004
H -2.360757 4.325174 0.362930 0.008 0.004 0.015
H 3.860909 6.062029 0.863098 -0.032 0.043 -0.051
H 2.558185 7.131190 0.321716 0.033 -0.023 -0.013
H 4.139108 7.209500 -0.454658 -0.026 -0.024 0.014
H 4.672024 4.145820 -0.671114 -0.063 0.095 -0.155
H 4.959390 5.386334 -1.908503 -0.026 -0.020 0.009
H 3.961394 3.964206 -2.273490 0.007 0.024 0.042
H 1.505932 6.790097 -1.990324 0.026 -0.031 -0.002
H 2.015542 5.424140 -2.995256 0.018 0.028 0.033
H 3.097878 6.807728 -2.752425 -0.031 -0.022 0.018
H 6.588726 2.206846 3.932148 0.006 -0.009 -0.036
H 7.793366 2.725230 2.757922 -0.022 -0.016 0.008
H 7.319384 1.027435 2.823025 -0.016 0.041 -0.002
H 4.910209 3.877474 3.102687 0.001 -0.009 -0.029
H 4.530935 3.988302 1.375712 0.060 -0.044 0.105
H 6.120754 4.509293 1.973600 -0.024 -0.022 0.009
H 7.022202 1.324403 0.334052 0.010 0.014 0.010
H 7.219634 3.078545 0.344119 -0.027 -0.021 0.004
H 5.733228 2.353895 -0.305160 0.057 -0.030 0.055
Cl 2.742854 -3.040676 0.482478 0.025 -0.034 -0.052
Si 0.939020 -2.550627 -0.470776 0.163 -0.121 0.091
Cl -0.196983 -4.238013 -0.010545 0.170 0.018 0.095
Cl 1.440395 -2.852789 -2.485324 0.012 0.042 -0.024
C -4.037248 -0.204021 -0.527351 -0.058 0.031 0.047
Ge -3.174070 -1.812041 0.170573 -0.010 0.065 -0.028
C -2.928745 -3.121027 -1.256268 -0.077 -0.022 -0.104
C -4.334836 -2.625862 1.528729 -0.056 -0.034 0.048
C -1.564827 -1.345089 1.234605 0.257 0.188 -0.118
H -4.705015 -0.471493 -1.348554 -0.004 -0.011 0.052
H -3.304221 0.498921 -0.916079 0.032 0.034 -0.022
H -4.623359 0.287135 0.253524 0.047 -0.016 -0.045
H -3.772081 -3.042104 -1.947289 0.018 0.016 0.051
H -2.901168 -4.132277 -0.847497 -0.011 0.095 -0.058
H -2.010731 -2.953913 -1.816596 -0.039 -0.002 -0.027
H -5.300851 -2.889443 1.090386 0.053 0.012 0.025
H -4.509048 -1.935912 2.356954 0.004 -0.033 -0.033
H -3.875875 -3.535081 1.922882 -0.028 0.038 -0.009
H -1.184038 -2.228302 1.745466 -0.066 -0.093 -0.027
H -1.878168 -0.636028 2.002066 -0.050 0.012 0.038
O -2.112573 0.252438 -3.733883 0.064 -0.050 0.020
S -0.847395 -0.218540 -3.197245 -0.280 -0.165 0.117
N -0.844004 -0.416228 -1.686154 0.067 -0.079 -0.419
```
Positions in Å, forces in eV/Å.

The value obtained for the highest occupied orbital energy (spin up / spin down) is -7.7 / -8.0 eV. The energy above the lowest of the compared OMol25 structures with the same formula, charge and spin comes out at 160.1 kJ/mol. The calculation puts the HOMO-LUMO gap (spin up / spin down) at 6.562 / 6.352 eV. Its spin multiplicity is 2.